Version 1
Formula: C30H36N5O3PPtTe
Source: the OMol25 dataset
Level of theory: the ωB97M-V functional and the def2-TZVPD basis

Results
Total charge: 0

Each line ends with the Löwdin charge.
Element x y z (Å)
Pt -0.7267 0.4404 0.7905  0.850
C -5.1717 -1.1509 -0.0834  -0.034
O -4.3627 -2.3288 0.0681  -0.158
C -3.7707 -2.4403 1.3207  -0.248
C -4.2200 -3.4015 2.1917  -0.009
C -3.5638 -3.5911 3.4092  -0.090
C -2.4612 -2.8205 3.6940  -0.054
C -1.9683 -1.8392 2.8152  -0.134
C -0.7372 -1.1863 3.2280  -0.074
N -0.0941 -0.3389 2.5168  -0.188
N 1.0942 0.1765 2.9961  0.079
C 1.5531 1.0781 2.1654  -0.440
O 0.9675 1.4426 1.0674  -0.247
C 2.8411 1.7490 2.4676  -0.141
C 3.3527 2.6643 1.5527  -0.005
C 4.5578 3.2995 1.8118  -0.071
C 5.2522 3.0277 2.9821  -0.091
C 4.7407 2.1142 3.8956  -0.086
C 3.5388 1.4742 3.6406  -0.032
C -2.6558 -1.6021 1.5957  -0.305
O -2.3548 -0.7369 0.6565  -0.337
H -5.5639 -1.1713 -1.0978  0.093
H -4.5739 -0.2537 0.0677  0.089
H -5.9985 -1.1834 0.6282  0.098
H -5.0768 -4.0003 1.9089  0.121
H -3.9093 -4.3378 4.1101  0.100
H -1.9310 -2.9742 4.6266  0.110
H -0.3114 -1.4540 4.1918  0.129
H 2.8007 2.8723 0.6459  0.101
H 4.9529 4.0092 1.0956  0.097
H 6.1921 3.5260 3.1840  0.099
H 5.2809 1.9014 4.8092  0.099
H 3.1282 0.7610 4.3418  0.105
C 3.5403 5.9309 -1.2950  -0.055
C 2.3961 4.9531 -1.3007  -0.287
C 2.3685 3.8796 -2.1765  -0.028
C 1.3055 2.9765 -2.2019  -0.320
C 1.3686 1.8255 -3.1693  -0.108
C 0.2363 3.1554 -1.3190  -0.518
Te -1.4099 1.8048 -1.3277  0.896
C 0.2555 4.2227 -0.4096  -0.327
C -0.8291 4.4282 0.6109  -0.101
C 1.3318 5.1031 -0.4211  -0.029
H 4.3773 5.5626 -1.8884  0.072
H 3.8950 6.1151 -0.2792  0.071
H 3.2350 6.8936 -1.7106  0.079
H 3.1967 3.7330 -2.8627  0.110
H 2.2828 1.8723 -3.7617  0.071
H 0.5131 1.8200 -3.8461  0.059
H 1.3444 0.8717 -2.6374  0.046
H -0.8472 3.5938 1.3160  0.055
H -1.8149 4.4663 0.1470  0.050
H -0.6613 5.3507 1.1668  0.073
H 1.3427 5.9244 0.2887  0.117
C -2.2372 -4.1697 -2.0535  -0.121
N -1.8936 -2.8817 -1.3513  -0.063
C -0.7317 -3.1459 -0.3957  -0.114
N 0.3841 -3.7056 -1.0908  -0.142
C -0.0117 -4.9237 -1.7825  -0.172
N -1.1017 -4.7130 -2.7340  -0.151
C -0.6680 -3.8817 -3.8638  -0.335
P -0.0853 -2.1725 -3.3855  1.038
C -1.5559 -1.7973 -2.3262  -0.312
C 1.0125 -2.7251 -1.9861  -0.315
H -3.0500 -3.9579 -2.7481  0.143
H -2.5842 -4.8627 -1.2857  0.145
H -2.7115 -2.5599 -0.8042  0.123
H -1.1074 -3.8344 0.3619  0.149
H -0.4730 -2.1866 0.0504  0.101
H -0.3402 -5.6537 -1.0396  0.134
H 0.8481 -5.3287 -2.3153  0.132
H -1.4953 -3.7883 -4.5714  0.086
H 0.1343 -4.4075 -4.3850  0.086
H -2.4332 -1.6217 -2.9509  0.104
H -1.3548 -0.8905 -1.7539  -0.048
H 1.3004 -1.8454 -1.4052  0.089
H 1.9266 -3.1549 -2.3999  0.089

Version 2
Formula: C30H36N5O3PPtTe
Source: the OMol25 dataset
Level of theory: the ωB97M-V functional and the def2-TZVPD basis

Results
Total charge: 0

Each line ends with the Löwdin charge.
Element x y z (Å)
Pt -1.2864 -1.1512 -0.9320  0.797
C -1.9326 1.7547 3.1390  -0.046
O -1.1372 2.3744 2.1304  -0.141
C -1.8314 2.5812 0.9515  -0.257
C -2.2238 3.8668 0.6543  -0.019
C -2.9022 4.1399 -0.5321  -0.095
C -3.1740 3.0981 -1.3854  -0.058
C -2.7675 1.7806 -1.1228  -0.139
C -3.0758 0.8181 -2.1619  -0.075
N -2.5251 -0.3314 -2.2596  -0.181
N -2.7633 -1.1154 -3.3782  0.080
C -1.9897 -2.1717 -3.3668  -0.455
O -1.1551 -2.4834 -2.4254  -0.299
C -2.0541 -3.0961 -4.5262  -0.148
C -2.6881 -2.7174 -5.7067  -0.033
C -2.7349 -3.5931 -6.7785  -0.086
C -2.1526 -4.8501 -6.6774  -0.094
C -1.5204 -5.2292 -5.5023  -0.080
C -1.4679 -4.3535 -4.4287  -0.019
C -2.0683 1.4814 0.0759  -0.304
O -1.6321 0.3021 0.4508  -0.316
H -1.2793 1.5789 3.9903  0.078
H -2.7520 2.4179 3.4315  0.099
H -2.3302 0.8048 2.7829  0.079
H -1.9946 4.6482 1.3683  0.121
H -3.2130 5.1474 -0.7706  0.099
H -3.7091 3.2906 -2.3081  0.109
H -3.7565 1.1139 -2.9577  0.131
H -3.1395 -1.7373 -5.7659  0.104
H -3.2262 -3.2961 -7.6961  0.099
H -2.1917 -5.5340 -7.5157  0.099
H -1.0689 -6.2096 -5.4227  0.101
H -0.9758 -4.6317 -3.5070  0.115
C 1.5588 0.1335 5.9263  -0.054
C 1.2455 -0.6344 4.6683  -0.284
C 2.2523 -1.1407 3.8600  -0.043
C 1.9619 -1.8670 2.7036  -0.355
C 3.0978 -2.4571 1.9113  -0.122
C 0.6314 -2.0503 2.3037  -0.531
Te 0.1936 -2.9136 0.4018  0.903
C -0.3994 -1.6078 3.1546  -0.306
C -1.8452 -1.9087 2.8839  -0.099
C -0.0694 -0.9102 4.3125  -0.037
H 2.6250 0.3470 6.0047  0.070
H 1.2669 -0.4375 6.8096  0.082
H 1.0161 1.0804 5.9600  0.073
H 3.2897 -1.0059 4.1554  0.109
H 4.0637 -2.1652 2.3267  0.073
H 3.0464 -2.1823 0.8519  0.020
H 3.0371 -3.5472 1.9208  0.079
H -2.1511 -1.5561 1.8994  0.026
H -2.4817 -1.4526 3.6419  0.074
H -2.0008 -2.9895 2.9084  0.080
H -0.8713 -0.5725 4.9617  0.115
C 3.6592 1.1064 0.5551  -0.115
N 2.3114 1.5249 1.1169  -0.045
C 2.0987 3.0025 0.8341  -0.105
N 2.2250 3.2801 -0.5614  -0.142
C 3.5189 2.8174 -1.0552  -0.173
N 3.7410 1.3916 -0.8376  -0.146
C 2.8282 0.5532 -1.6368  -0.299
P 1.0132 0.8328 -1.2838  1.049
C 1.2069 0.6944 0.5374  -0.298
C 1.1181 2.7023 -1.3400  -0.294
H 3.7668 0.0407 0.7507  0.126
H 4.4167 1.6708 1.1032  0.142
H 2.3071 1.3568 2.1269  0.176
H 2.8586 3.5427 1.4025  0.141
H 1.1021 3.2550 1.1967  0.134
H 4.3082 3.3713 -0.5403  0.131
H 3.5837 3.0286 -2.1217  0.132
H 3.0559 -0.5002 -1.4449  0.090
H 3.0235 0.7382 -2.6942  0.090
H 1.4314 -0.3447 0.7644  0.020
H 0.2876 0.9422 1.0592  0.076
H 0.1749 3.1091 -0.9650  0.078
H 1.2150 3.0232 -2.3791  0.092

Energy relative to the most stable one, in kJ/mol: version 1 0.0; version 2 56.3

Version 1
Formula: C27H46BrNOP2PtS
Source: the OMol25 dataset
Level of theory: the ωB97M-V functional and the def2-TZVPD basis

Results
Spin multiplicity: 3
Total charge: +2

Each line ends with the Löwdin charge.
Element x y z (Å)
N 2.2624 -3.6197 9.7210  0.079
C 1.1539 -2.9000 9.5170  -0.113
C 0.7743 -2.4191 8.2543  0.003
C 1.5448 -2.7473 7.1001  -0.196
C 2.7171 -3.5101 7.3457  0.001
C 3.0312 -3.8929 8.6607  -0.112
C 1.0788 -2.3527 5.7793  0.018
Pt 0.6779 -1.6276 -1.0517  0.714
P -0.2384 -2.4042 -2.9573  0.817
C 1.6148 -2.8238 4.6320  -0.028
C 1.0697 -2.5625 3.3421  -0.191
C 1.3505 -3.5150 2.3244  0.000
C 0.7909 -3.3588 1.0628  -0.089
C 0.1811 -2.1114 0.8619  -0.334
C -0.2895 -1.2436 1.8356  -0.112
C 0.2087 -1.4539 3.1203  0.024
Br -1.2953 0.1341 -0.7506  0.401
H 0.1996 -1.7041 5.7776  0.123
H 2.4593 -3.5139 4.6693  0.120
H -0.1528 -1.8332 8.1830  0.119
H 3.3796 -3.8330 6.5522  0.102
H 0.5455 -2.6818 10.4021  0.120
H 3.9473 -4.4444 8.8828  0.117
H 1.9590 -4.3970 2.5503  0.137
H -0.0594 -0.7694 3.9339  0.133
H 0.8703 -4.0597 0.2359  0.110
H -0.9621 -0.4222 1.5573  0.023
P 2.4778 -0.2837 -0.7447  0.825
C -1.9610 -2.7295 -2.3037  -0.433
C -2.9238 -3.8217 -2.7341  -0.115
H -2.4589 -1.7544 -2.3724  0.027
H -1.8447 -2.8858 -1.2197  0.050
H -3.7515 -3.7955 -2.0191  0.091
H -3.3459 -3.6820 -3.7276  0.082
H -2.4840 -4.8117 -2.6430  0.073
C 0.8433 -3.8884 -3.2632  -0.394
C 1.3643 -4.3929 -4.6095  -0.117
H 0.2661 -4.6885 -2.7839  0.081
H 1.7525 -3.7589 -2.6462  0.051
H 2.2037 -5.0677 -4.3953  0.088
H 0.6210 -4.9760 -5.1578  0.085
H 1.7472 -3.6018 -5.2554  0.067
C -0.1025 -1.1693 -4.3510  -0.364
C -1.2333 -0.6713 -5.2615  -0.111
H 0.7144 -1.5610 -4.9697  0.073
H 0.2862 -0.2654 -3.8544  0.044
H -1.0404 0.3945 -5.4481  0.084
H -1.2581 -1.1516 -6.2494  0.085
H -2.2254 -0.7203 -4.8071  0.071
C 2.1907 1.3584 -1.3764  -0.367
C 3.4848 2.1646 -1.5343  -0.096
H 1.4903 1.8382 -0.6782  0.066
H 1.6671 1.2553 -2.3380  0.083
H 3.6832 2.7635 -0.6339  0.087
H 4.3637 1.5324 -1.7299  0.066
H 3.3695 2.8509 -2.3854  0.095
C 3.7112 -1.1914 -1.7098  -0.364
C 4.4527 -2.2320 -0.8673  -0.128
H 4.3820 -0.4229 -2.1142  0.087
H 3.1981 -1.6859 -2.5559  0.075
H 5.3085 -1.7795 -0.3480  0.089
H 3.8100 -2.7177 -0.1186  0.065
H 4.8330 -3.0181 -1.5299  0.089
C 3.0669 -0.2059 0.9504  -0.351
C 2.6517 0.9956 1.8118  -0.100
H 4.1524 -0.2161 0.7994  0.093
H 2.7702 -1.1401 1.4420  0.068
H 2.7048 0.6967 2.8707  0.088
H 3.3646 1.8228 1.6712  0.085
H 1.6319 1.3651 1.6108  0.044
C -1.2192 4.0267 -0.6778  -0.260
S -1.4085 3.3916 0.9949  0.816
C -3.0299 2.6119 0.8711  -0.280
O -0.3667 2.3413 1.2021  -0.642
H -2.0860 4.6594 -0.9230  0.067
H -1.1180 3.1778 -1.3743  0.031
H -0.3000 4.6372 -0.6652  0.060
H -3.0309 1.8510 0.0691  -0.026
H -3.2220 2.1316 1.8431  0.062
H -3.7704 3.4041 0.6775  0.068

Version 2
Formula: C27H46BrNOP2PtS
Source: the OMol25 dataset
Level of theory: the ωB97M-V functional and the def2-TZVPD basis

Results
Spin multiplicity: 3
Total charge: +2

Each line ends with the Löwdin charge.
Element x y z (Å)
N -6.0651 4.1550 -5.8185  0.095
C -5.8256 4.5266 -4.5597  -0.099
C -4.8303 3.9309 -3.7772  0.008
C -4.0282 2.8728 -4.3025  -0.170
C -4.2632 2.5330 -5.6581  0.019
C -5.3026 3.1962 -6.3476  -0.100
C -3.0554 2.2811 -3.3606  0.040
Pt 0.3165 0.2170 -2.1737  0.748
P 2.4494 -0.3756 -2.0807  0.796
C -1.8723 1.6067 -3.3780  -0.008
C -1.0030 1.7840 -2.1917  -0.456
C 0.3476 2.3559 -2.4816  -0.224
C 0.9382 3.3327 -1.6128  -0.093
C 0.2930 3.6635 -0.4314  -0.731
C -0.8895 2.9856 -0.0301  -0.094
C -1.5510 2.1292 -0.8743  -0.018
Br 0.9684 4.9278 0.6366  1.002
H -3.3392 2.5975 -2.3575  0.105
H -1.5004 1.0446 -4.2375  0.125
H -4.7205 4.2986 -2.7604  0.118
H -3.6971 1.7545 -6.1729  0.118
H -6.4755 5.3092 -4.1682  0.123
H -5.5334 2.9099 -7.3751  0.121
H 0.6850 2.4435 -3.5191  0.121
H -2.5612 1.7790 -0.6504  0.126
H 1.8607 3.8270 -1.9499  0.127
H -1.2812 3.2210 0.9561  0.105
P -0.5673 -1.9336 -2.0214  0.828
C 3.5504 1.0625 -1.7095  -0.378
C 5.0763 0.9267 -1.7424  -0.126
H 3.2281 1.4029 -0.7112  0.085
H 3.2260 1.8712 -2.3809  0.063
H 5.4765 1.9028 -1.4325  0.091
H 5.4648 0.1661 -1.0515  0.061
H 5.4663 0.7330 -2.7489  0.078
C 3.3546 -1.2287 -3.4718  -0.340
C 4.6778 -1.9494 -3.1284  -0.120
H 3.5275 -0.4425 -4.2313  0.093
H 2.6558 -1.9529 -3.9325  0.058
H 5.1320 -2.3788 -4.0357  0.093
H 5.4379 -1.2847 -2.6994  0.049
H 4.5058 -2.7779 -2.4297  0.074
C 2.6271 -1.5113 -0.6291  -0.404
C 3.8950 -1.4608 0.1970  -0.125
H 2.4383 -2.5329 -0.9889  0.072
H 1.7769 -1.2241 0.0026  0.051
H 3.8376 -2.2104 0.9944  0.091
H 4.7861 -1.7017 -0.3884  0.062
H 4.0033 -0.4863 0.6799  0.080
C -0.4323 -2.5559 -0.2671  -0.388
C -1.2086 -3.8002 0.1714  -0.103
H -0.6768 -1.6812 0.3604  0.050
H 0.6399 -2.7617 -0.1434  0.043
H -2.2935 -3.6318 0.2451  0.076
H -0.9865 -4.6747 -0.4596  0.077
H -0.8449 -4.0269 1.1829  0.086
C 0.0934 -3.3936 -2.9653  -0.373
C 0.1818 -3.2994 -4.4879  -0.141
H -0.5498 -4.2387 -2.6728  0.088
H 1.0897 -3.6005 -2.5425  0.075
H -0.7781 -3.5544 -4.9570  0.082
H 0.4945 -2.3022 -4.8237  0.057
H 0.9281 -4.0255 -4.8436  0.087
C -2.3797 -1.9872 -2.2654  -0.375
C -3.1580 -1.2376 -1.1760  -0.136
H -2.6515 -3.0569 -2.3069  0.097
H -2.5906 -1.5614 -3.2573  0.077
H -3.7577 -0.4354 -1.6242  0.068
H -3.8477 -1.9144 -0.6493  0.090
H -2.5131 -0.7698 -0.4178  0.032
C -2.3874 1.2451 4.0759  -0.243
S -1.0464 0.7253 2.9863  0.805
C -0.2165 -0.4514 4.0812  -0.245
O -1.6734 -0.0215 1.8477  -0.582
H -1.9792 1.3355 5.0880  0.056
H -3.2252 0.5390 4.0182  0.073
H -2.7015 2.2276 3.7037  0.048
H -0.3230 -0.1387 5.1324  0.061
H -0.6385 -1.4508 3.9119  0.065
H 0.8475 -0.4555 3.7960  0.049

Energy relative to the most stable one, in kJ/mol: version 1 120.4; version 2 0.0